(1)
DFT (ωB97M-V/def2-TZVPD) results for one molecule with the formula C19H24N2O6 in a non-equilibrium geometry.

The geometry in XYZ format:
```
51
Properties=species:S:1:pos:R:3:mulliken_charge:R:1
C -0.270 -2.612 -4.002 -0.96
C 0.782 -1.713 -4.640 -0.23
O 0.493 -0.334 -4.475 -0.51
C 0.451 0.249 -3.247 0.35
C -0.306 1.419 -3.201 -0.71
C -0.455 2.155 -2.046 -0.61
C 0.176 1.725 -0.884 -0.48
C 0.062 2.418 0.419 0.28
O 0.927 2.376 1.275 -0.69
N -1.098 3.122 0.602 -0.22
C -1.473 3.560 1.932 -0.82
C -2.060 2.328 2.616 0.78
O -3.120 1.839 2.311 -0.64
O -1.206 1.810 3.482 -0.32
C -1.467 0.475 3.945 -1.22
C -1.081 -0.506 2.891 1.00
C 0.239 -0.815 2.449 0.48
C 1.511 -0.262 2.962 -1.40
N 0.186 -1.665 1.458 -0.43
O -1.125 -1.932 1.208 -0.27
C -1.891 -1.233 2.057 0.57
C -3.364 -1.358 1.961 -1.22
C 0.966 0.579 -0.924 -0.01
C 1.124 -0.171 -2.078 0.78
O 1.895 -1.292 -2.149 -0.48
C 2.507 -1.816 -0.980 0.00
C 3.807 -1.099 -0.625 -1.17
H -0.255 -2.509 -2.920 0.20
H -1.261 -2.344 -4.365 0.30
H -0.067 -3.648 -4.257 0.36
H 0.779 -1.843 -5.727 0.40
H 1.776 -1.955 -4.255 0.16
H -0.783 1.729 -4.118 0.46
H -1.032 3.067 -2.064 0.60
H -1.863 2.936 -0.029 0.33
H -0.572 3.883 2.455 0.33
H -2.208 4.362 1.862 0.42
H -2.528 0.375 4.193 0.40
H -0.850 0.363 4.839 0.41
H 1.593 0.778 2.645 0.15
H 2.350 -0.828 2.567 0.35
H 1.526 -0.289 4.050 0.52
H -3.755 -1.916 2.811 0.30
H -3.624 -1.880 1.044 0.35
H -3.813 -0.366 1.962 0.29
H 1.453 0.287 -0.009 0.40
H 1.804 -1.811 -0.139 -0.03
H 2.725 -2.855 -1.244 0.41
H 4.275 -1.599 0.218 0.40
H 4.489 -1.125 -1.472 0.38
H 3.628 -0.060 -0.363 0.26
```

The calculation puts the HOMO-LUMO gap at 8.9 eV. The calculation puts the relative energy (zero: lowest compared OMol25 entry of this formula, charge and spin) at 282.0 kJ/mol. Its SMILES is CCOc1ccc(C(=O)NCC(=O)OCc2c(C)noc2C)cc1OCC. The total energy comes out at -35357.0163 eV.

---

(2)
DFT (ωB97M-V/def2-TZVPD) results for C37H33Cl5N5O8STi as an isolated structure.

The geometry in XYZ format:
```
90
Properties=species:S:1:pos:R:3:mulliken_charge:R:1
Ti -0.005 -0.133 -0.394 -0.50
C 2.026 1.953 -4.265 -0.77
O 1.296 2.632 -3.234 -0.36
C 1.047 1.894 -2.148 0.16
O 0.617 0.741 -2.225 -0.63
N 1.390 2.496 -0.999 0.17
N 0.990 1.862 0.201 0.54
H 1.890 2.544 -5.165 0.27
H 1.630 0.950 -4.409 0.27
H 3.081 1.920 -3.992 0.29
H 1.486 3.506 -1.026 0.08
H 0.408 2.525 0.759 -0.45
H 1.838 1.673 0.728 0.36
Cl -6.911 2.882 -2.550 -0.23
C -5.402 2.338 -1.913 0.31
C -4.246 3.096 -2.084 0.01
Cl -4.334 4.594 -2.935 -0.22
C -3.034 2.657 -1.577 0.28
Cl -1.627 3.619 -1.795 -0.01
C -2.908 1.434 -0.871 -1.39
O -1.782 1.028 -0.391 0.42
C -4.105 0.696 -0.710 0.74
Cl -4.028 -0.788 0.165 -0.13
C -5.317 1.136 -1.219 -0.06
Cl -6.742 0.187 -0.995 -0.22
C -2.389 -3.483 3.034 -0.37
O -0.989 -3.325 3.267 -0.55
C -0.632 -2.043 3.630 0.00
C -0.190 -1.833 4.929 -0.61
C 0.109 -0.556 5.372 -0.56
C -0.049 0.525 4.516 -0.76
C -0.449 0.317 3.209 -0.62
C -0.715 -0.969 2.740 0.73
N -1.117 -1.133 1.394 0.95
C -0.537 -2.004 0.434 -0.85
N 0.484 -2.865 0.837 0.34
C 1.781 -2.356 0.644 -0.38
C 1.927 -1.108 0.041 0.66
C 3.237 -0.672 -0.197 0.07
C 4.339 -1.425 0.167 -1.27
C 4.164 -2.658 0.799 -0.47
C 2.886 -3.124 1.040 0.87
O 2.589 -4.315 1.658 -0.33
C 3.658 -4.998 2.267 -1.06
N -0.972 -1.898 -0.836 0.79
C -0.893 -2.970 -1.709 0.37
C -0.321 -2.796 -2.965 -0.46
C -0.262 -3.831 -3.888 -0.82
C -0.768 -5.074 -3.557 -0.73
C -1.352 -5.273 -2.309 -0.72
C -1.430 -4.234 -1.397 0.60
O -2.030 -4.346 -0.170 -0.09
C -2.779 -5.513 0.066 -1.15
H -2.582 -4.554 3.080 0.28
H -2.673 -3.097 2.053 -0.09
H -2.959 -2.977 3.816 0.36
H -0.113 -2.693 5.582 0.47
H 0.449 -0.404 6.388 0.39
H 0.161 1.533 4.848 0.49
H -0.540 1.159 2.530 -0.02
H -1.758 -0.408 1.048 -0.01
H 0.311 -3.443 1.647 0.58
H 3.409 0.290 -0.677 0.34
H 5.344 -1.066 -0.025 0.41
H 5.025 -3.243 1.094 0.41
H 3.217 -5.822 2.824 0.24
H 4.209 -4.344 2.950 0.43
H 4.353 -5.400 1.522 0.35
H 0.090 -1.821 -3.198 0.41
H 0.194 -3.659 -4.854 0.40
H -0.715 -5.896 -4.258 0.38
H -1.750 -6.247 -2.057 0.43
H -3.323 -5.347 0.994 0.24
H -2.134 -6.390 0.182 0.37
H -3.494 -5.698 -0.741 0.45
O 2.092 8.631 -2.329 -0.50
C 2.699 7.589 -1.701 0.62
O 3.865 7.381 -1.919 -0.61
C 1.871 6.782 -0.780 0.85
C 0.490 6.936 -0.611 -0.47
C -0.222 6.141 0.257 -1.32
C 0.402 5.128 1.014 0.46
S -0.498 4.076 2.044 -0.48
C 1.800 5.005 0.854 -0.88
C 2.513 5.798 -0.020 -0.09
H 1.178 8.694 -2.033 0.28
H -0.080 7.667 -1.180 0.15
H -1.293 6.261 0.348 0.41
H 2.321 4.277 1.465 0.33
H 3.583 5.679 -0.128 0.44
```

The calculation puts the HOMO-LUMO gap (spin up / spin down) at 6.2 / 6.9 eV. Its net charge is -1. The total energy comes out at -159300.8859 eV.

---

(3)
DFT (ωB97M-V/def2-TZVPD) results for C10H30FeO13P3 as an isolated structure in a non-equilibrium geometry.

The geometry in XYZ format:
```
57
Properties=species:S:1:pos:R:3:mulliken_charge:R:1
Fe 2.304 -1.749 0.910 1.21
C -1.040 -1.693 1.246 -0.08
O 0.289 -1.936 1.194 -0.13
H -1.543 -2.591 1.659 0.42
H -1.311 -0.905 1.962 0.19
H -1.465 -1.475 0.265 -0.16
C 4.147 -3.192 -2.638 -0.76
O 2.739 -3.443 -2.839 -0.31
P 1.779 -2.276 -2.436 0.48
O 2.020 -1.772 -1.046 -0.06
O 0.412 -2.961 -2.674 -0.32
C -0.815 -2.250 -2.425 -0.84
O 1.944 -1.149 -3.473 -0.17
C 1.532 -1.306 -4.855 -0.61
H 4.540 -3.851 -1.859 0.29
H 4.394 -2.205 -2.242 0.35
H 4.678 -3.413 -3.557 0.31
H -1.413 -2.194 -3.334 0.37
H -0.665 -1.259 -2.000 0.37
H -1.420 -2.871 -1.763 0.32
H 2.239 -1.912 -5.411 0.28
H 1.491 -0.320 -5.310 0.26
H 0.508 -1.669 -4.864 0.27
C -3.971 3.051 -3.840 -0.68
O -3.137 2.439 -2.833 -0.27
P -3.367 2.675 -1.295 0.92
O -3.878 3.977 -0.913 -0.67
O -4.250 1.425 -0.859 -0.33
C -3.748 0.146 -0.508 -0.24
O -1.893 2.358 -0.776 -0.27
C -1.559 2.542 0.592 -0.49
H -4.699 3.715 -3.382 0.35
H -4.494 2.250 -4.361 0.26
H -3.314 3.537 -4.554 0.23
H -3.945 0.035 0.561 0.28
H -2.657 0.117 -0.605 -0.18
H -4.228 -0.625 -1.101 0.39
H -2.459 2.814 1.149 0.44
H -0.786 3.297 0.709 0.33
H -1.201 1.598 1.017 -0.08
C 4.187 1.769 3.245 -0.66
O 3.219 1.111 4.054 -0.30
P 2.067 0.248 3.608 0.41
O 2.422 -0.712 2.510 -0.21
O 1.567 -0.399 4.911 -0.26
C 0.320 -1.152 4.950 -0.48
O 0.951 1.196 3.095 0.08
C 0.183 2.080 3.937 -0.79
H 5.108 1.954 3.784 0.26
H 3.820 2.719 2.850 0.29
H 4.400 1.210 2.329 0.27
H 0.581 -2.148 4.606 0.27
H -0.405 -0.777 4.220 0.12
H -0.112 -0.999 5.930 0.31
H 0.358 1.900 4.997 0.39
H -0.877 1.935 3.747 0.29
H 0.451 3.109 3.714 0.32
```

The calculation puts the HOMO-LUMO gap (spin up / spin down) at 7.6 / 4.8 eV. Its net charge is +2. Its spin multiplicity is 6. The total energy comes out at -99717.5286 eV.

---

(4)
DFT (ωB97M-V/def2-TZVPD) results for C3HCsLiO2 as an isolated structure in a non-equilibrium geometry.

The geometry in XYZ format:
```
8
Properties=species:S:1:pos:R:3:mulliken_charge:R:1
C -1.267 1.739 -2.335 0.10
C 0.883 -0.108 2.074 -0.25
O -1.443 2.789 -3.009 -0.55
O -0.908 1.882 -1.069 -0.53
C 0.522 -0.716 1.048 -0.85
Li 0.428 -2.612 2.096 0.56
H 1.489 0.312 2.863 0.31
Cs 0.298 -3.288 -1.669 0.22
```

The calculation puts the HOMO-LUMO gap (spin up / spin down) at 3.0 / 4.2 eV. Its net charge is -1. The calculation puts the relative energy (zero: lowest compared OMol25 entry of this formula, charge and spin) at 0.0 kJ/mol. The total energy comes out at -7970.0958 eV.

---

(5)
DFT (ωB97M-V/def2-TZVPD) results for C28H34Cl5GeN7OTi as an isolated structure in a non-equilibrium geometry.

The geometry in XYZ format:
```
77
Properties=species:S:1:pos:R:3:mulliken_charge:R:1
Ti -0.193 -0.012 0.009 -0.38
N 3.441 -0.718 -2.485 0.20
C 2.584 -0.715 -1.480 -0.82
N 1.502 0.027 -1.429 0.22
C 1.252 0.917 -2.483 -0.05
N 0.314 1.809 -2.393 -1.30
N -0.263 1.735 -1.139 1.05
C -0.838 2.792 -0.673 -0.53
C -1.264 2.740 0.722 0.83
C -1.896 3.799 1.353 -0.92
C -2.205 3.665 2.705 -0.42
C -1.873 2.490 3.358 -0.88
C -1.252 1.467 2.647 -0.11
N -0.949 1.580 1.356 0.46
C 2.108 0.876 -3.660 0.68
C 1.864 1.655 -4.797 -0.47
C 2.723 1.582 -5.873 -0.84
C 3.841 0.745 -5.831 -0.46
C 4.104 -0.028 -4.718 -1.02
C 3.228 0.045 -3.640 0.68
H 4.249 -1.323 -2.435 0.31
H 2.792 -1.384 -0.653 0.50
H -0.927 3.693 -1.273 0.47
H -2.133 4.702 0.811 0.51
H -2.693 4.472 3.232 0.46
H -2.088 2.347 4.406 0.48
H -0.992 0.531 3.131 0.43
H 1.002 2.305 -4.815 0.52
H 2.536 2.178 -6.754 0.46
H 4.509 0.700 -6.680 0.44
H 4.970 -0.675 -4.681 0.45
Cl 2.384 -2.767 6.239 -0.14
C 1.571 -2.353 4.796 0.39
C 2.134 -1.411 3.929 -0.07
Cl 3.616 -0.644 4.294 -0.17
C 1.452 -1.103 2.760 1.35
Cl 2.031 0.096 1.645 -0.17
C 0.243 -1.703 2.414 -1.71
O -0.332 -1.353 1.269 0.28
C -0.330 -2.607 3.309 0.41
Cl -1.863 -3.282 2.934 -0.15
C 0.336 -2.938 4.488 0.13
Cl -0.367 -4.061 5.565 -0.14
N -3.075 -1.388 0.008 -0.61
N -2.521 -0.074 -0.140 -0.24
H -4.088 -1.336 0.035 0.29
H -2.731 -1.779 0.877 -0.06
H -2.942 0.575 0.523 0.38
H -2.777 0.240 -1.075 0.36
C -1.809 -3.847 -6.120 -1.44
C -1.420 -2.827 -5.060 -0.06
C -0.156 -3.238 -4.315 -1.06
C 0.353 -2.189 -3.323 -0.38
Ge -0.974 -1.882 -1.891 0.59
C -1.272 -3.619 -1.023 -0.41
C -2.415 -4.392 -1.672 -0.41
C -2.760 -5.662 -0.900 -0.34
C -3.829 -6.485 -1.599 -1.37
H -2.714 -3.551 -6.646 0.40
H -1.989 -4.825 -5.672 0.29
H -1.017 -3.966 -6.859 0.36
H -2.251 -2.701 -4.357 0.17
H -1.268 -1.846 -5.520 0.44
H 0.633 -3.444 -5.045 0.56
H -0.328 -4.188 -3.792 0.28
H 0.599 -1.259 -3.850 0.19
H 1.270 -2.565 -2.861 0.46
H -2.252 -1.273 -2.517 -0.07
H -1.472 -3.480 0.037 -0.06
H -0.339 -4.186 -1.102 0.80
H -2.157 -4.656 -2.706 0.01
H -3.299 -3.752 -1.737 0.30
H -3.096 -5.388 0.106 0.25
H -1.855 -6.260 -0.760 0.37
H -4.747 -5.910 -1.729 0.33
H -4.076 -7.381 -1.032 0.41
H -3.496 -6.799 -2.589 0.31
```

The calculation puts the HOMO-LUMO gap (spin up / spin down) at 6.5 / 6.1 eV. Its net charge is +2. The calculation puts the relative energy (zero: lowest compared OMol25 entry of this formula, charge and spin) at 42.6 kJ/mol. The total energy comes out at -184297.3874 eV.

---

Question: The lowest total energy belongs to which entry?
Answer: C28H34Cl5GeN7OTi

---

Question: Among the records above, which one has the lowest total energy?
Answer: C28H34Cl5GeN7OTi

---

Question: Among the records above, which one has the highest total energy?
Answer: C3HCsLiO2

---

Question: Which formula does entry 5 have?
Answer: C28H34Cl5GeN7OTi